No. 1
{
  "formula": "C29H30BrN3O6PPbS2",
  "method": "ωB97M-V/def2-TZVPD",
  "species": ["Pb", "O", "C", "C", "C", "C", "C", "C", "C", "O", "N", "N", "C", "S", "C", "C", "S", "H", "H", "H", "H", "H", "H", "H", "H", "H", "O", "C", "O", "C", "P", "C", "C", "C", "C", "C", "C", "C", "C", "C", "C", "C", "C", "H", "H", "H", "H", "H", "H", "H", "H", "H", "H", "H", "H", "Br", "O", "C", "O", "C", "N", "C", "C", "C", "H", "H", "H", "H", "H", "H", "H", "H", "H"],
  "coordinates": [[-1.543, 0.866, -0.636], [1.845, 2.698, 1.902], [1.183, 3.192, 2.989], [1.912, 3.882, 3.947], [1.268, 4.404, 5.055], [-0.104, 4.243, 5.219], [-0.824, 3.545, 4.267], [-0.194, 3.006, 3.143], [-0.963, 2.236, 2.124], [-0.421, 2.113, 0.931], [-2.090, 1.713, 2.482], [-2.690, 0.952, 1.472], [-3.892, 0.596, 1.769], [-4.842, -0.435, 0.728], [-6.408, 0.023, 1.511], [-6.162, 0.163, 2.999], [-4.650, 1.131, 3.248], [1.130, 2.411, 1.285], [2.978, 4.011, 3.800], [1.842, 4.946, 5.797], [-0.604, 4.662, 6.083], [-1.891, 3.400, 4.372], [-7.119, -0.770, 1.287], [-6.757, 0.955, 1.071], [-6.037, -0.808, 3.473], [-6.974, 0.700, 3.486], [0.662, -0.795, 1.311], [1.253, -0.318, 0.358], [0.735, 0.092, -0.749], [2.779, -0.091, 0.389], [3.414, 0.218, -1.271], [2.953, 1.715, -2.123], [2.642, 2.859, -1.393], [2.399, 4.047, -2.068], [2.469, 4.090, -3.454], [2.781, 2.943, -4.175], [3.024, 1.749, -3.513], [5.217, 0.286, -1.083], [5.704, 1.394, -0.378], [7.064, 1.538, -0.158], [7.950, 0.585, -0.644], [7.473, -0.512, -1.344], [6.110, -0.667, -1.563], [3.344, -0.936, 0.776], [2.970, 0.778, 1.030], [2.583, 2.843, -0.313], [2.148, 4.936, -1.503], [2.278, 5.018, -3.976], [2.835, 2.976, -5.257], [3.264, 0.858, -4.080], [5.025, 2.151, 0.001], [7.431, 2.398, 0.389], [9.014, 0.699, -0.474], [8.163, -1.256, -1.724], [5.757, -1.530, -2.108], [3.045, -1.513, -2.523], [-2.968, -3.406, -1.219], [-2.222, -2.601, -0.622], [-2.359, -1.358, -0.515], [-1.050, -3.239, 0.148], [-1.182, -4.712, -0.166], [-1.551, -5.446, 1.096], [-2.134, -4.351, 1.982], [-1.250, -3.140, 1.663], [-0.109, -2.822, -0.203], [-0.390, -5.113, -0.653], [-2.031, -4.613, -0.818], [-0.650, -5.869, 1.535], [-2.243, -6.248, 0.859], [-2.102, -4.632, 3.033], [-3.173, -4.155, 1.709], [-0.293, -3.218, 2.178], [-1.686, -2.183, 1.931]],
  "forces_ev_per_a": [[0.2, 0.1, -0.1], [0.2, 0.1, 0.0], [0.1, 0.0, -0.2], [0.1, 0.1, 0.1], [0.0, 0.0, 0.0], [0.0, 0.0, 0.0], [0.0, -0.1, 0.0], [-0.2, 0.0, -0.1], [0.3, 0.0, 0.0], [-0.3, 0.0, 0.2], [-0.1, -0.2, -0.1], [-0.1, 0.2, 0.2], [0.2, 0.1, 0.0], [0.0, -0.1, 0.0], [0.0, 0.0, 0.0], [0.0, 0.0, 0.0], [0.0, 0.0, 0.0], [-0.1, 0.0, 0.0], [-0.1, 0.0, 0.0], [0.0, 0.0, 0.0], [0.0, 0.0, -0.1], [0.0, 0.0, 0.0], [0.0, 0.0, 0.0], [-0.1, 0.0, 0.0], [0.0, 0.0, 0.0], [0.0, 0.0, 0.0], [0.3, 0.0, -0.1], [-0.3, 0.1, -0.3], [0.0, -0.1, 0.1], [-0.5, 0.1, -0.2], [0.9, -0.1, 0.2], [-0.2, -0.1, 0.0], [-0.1, 0.0, 0.0], [0.0, 0.0, 0.0], [0.0, -0.1, 0.0], [0.0, 0.0, 0.0], [0.0, 0.1, -0.1], [0.0, 0.1, 0.1], [0.0, 0.0, 0.0], [0.0, 0.0, 0.0], [0.0, 0.0, 0.0], [-0.1, 0.0, 0.0], [0.0, 0.0, 0.0], [0.0, -0.1, 0.1], [0.1, 0.0, -0.1], [0.0, 0.0, 0.0], [0.0, 0.0, 0.0], [0.0, 0.0, 0.0], [0.0, 0.0, 0.1], [0.0, 0.0, 0.0], [0.0, 0.0, 0.0], [0.0, 0.0, 0.0], [-0.1, 0.0, 0.0], [0.0, 0.0, 0.0], [0.0, 0.0, 0.0], [-0.2, 0.1, 0.2], [0.3, 0.4, 0.1], [-0.5, 0.0, 0.0], [0.2, -0.3, -0.2], [0.0, 0.0, 0.2], [-0.1, 0.1, 0.2], [-0.1, 0.2, 0.0], [0.1, 0.1, -0.1], [0.0, -0.2, 0.0], [0.0, -0.1, 0.1], [0.1, 0.0, 0.0], [-0.1, -0.2, -0.1], [0.1, 0.0, 0.0], [0.0, 0.0, -0.1], [0.0, 0.0, 0.0], [0.0, 0.0, 0.0], [0.0, 0.0, 0.0], [0.0, 0.1, 0.0]],
  "charge": 1,
  "e_lumo_ha": -0.0972,
  "homo_lumo_gap_ha": 0.2647
}


No. 2
{
  "formula": "C29H30Cl2FFeN3O3S2",
  "method": "ωB97M-V/def2-TZVPD",
  "species": ["Fe", "Cl", "C", "C", "C", "Cl", "C", "O", "C", "C", "O", "C", "H", "H", "H", "F", "C", "C", "C", "C", "C", "C", "H", "H", "H", "H", "C", "N", "C", "C", "C", "C", "C", "C", "C", "C", "H", "H", "H", "H", "H", "H", "H", "H", "H", "H", "H", "H", "C", "S", "C", "O", "H", "H", "H", "H", "H", "H", "C", "C", "C", "C", "N", "C", "S", "N", "H", "H", "H", "H", "H"],
  "coordinates": [[0.299, 0.437, -0.090], [1.967, -3.965, 5.508], [1.478, -2.700, 4.399], [1.084, -1.454, 4.923], [0.704, -0.461, 4.070], [0.219, 1.074, 4.717], [0.672, -0.614, 2.638], [0.302, 0.342, 1.903], [1.080, -1.905, 2.156], [1.104, -2.226, 0.768], [0.764, -1.516, -0.188], [1.479, -2.919, 3.058], [1.083, -1.284, 5.990], [1.462, -3.242, 0.529], [1.780, -3.884, 2.665], [0.972, 6.560, -0.373], [0.752, 5.209, -0.305], [0.641, 4.606, 0.931], [0.422, 3.233, 0.985], [0.298, 2.423, -0.157], [0.412, 3.114, -1.373], [0.642, 4.488, -1.471], [0.728, 5.208, 1.829], [0.341, 2.764, 1.960], [0.317, 2.568, -2.313], [0.724, 4.993, -2.428], [-4.754, -2.414, 0.831], [-3.519, -3.114, 1.130], [-3.636, -3.846, 2.375], [-2.394, -2.182, 1.203], [-2.080, -1.511, -0.113], [-1.871, -2.299, -1.213], [-1.490, -1.759, -2.464], [-1.293, -0.409, -2.582], [-1.470, 0.446, -1.470], [-1.888, -0.095, -0.217], [-5.572, -3.134, 0.745], [-4.652, -1.879, -0.112], [-5.019, -1.680, 1.613], [-4.451, -4.569, 2.304], [-3.837, -3.185, 3.237], [-2.709, -4.386, 2.576], [-1.514, -2.762, 1.504], [-2.553, -1.426, 1.986], [-2.007, -3.371, -1.106], [-1.346, -2.414, -3.315], [-1.025, 0.026, -3.539], [-1.543, 1.512, -1.622], [3.824, -1.302, -1.878], [2.596, -0.001, -2.014], [3.608, 1.195, -2.887], [2.468, 0.574, -0.634], [4.688, -0.914, -1.340], [4.099, -1.656, -2.872], [3.354, -2.103, -1.311], [3.791, 0.852, -3.906], [4.541, 1.349, -2.345], [3.029, 2.117, -2.894], [-6.331, 0.083, -2.287], [-5.899, 0.784, -1.033], [-6.761, 1.570, -0.282], [-6.230, 2.146, 0.863], [-4.977, 1.972, 1.245], [-4.221, 1.196, 0.449], [-2.558, 1.016, 0.994], [-4.633, 0.601, -0.669], [-7.349, 0.349, -2.570], [-6.270, -0.997, -2.140], [-5.648, 0.333, -3.099], [-7.791, 1.726, -0.571], [-6.844, 2.774, 1.503]],
  "forces_ev_per_a": [[-0.6, 0.0, -0.3], [0.0, 0.0, 0.0], [0.0, 0.0, 0.1], [0.0, 0.0, -0.1], [0.0, 0.1, 0.1], [0.0, 0.0, 0.0], [0.0, -0.1, -0.1], [0.1, 0.0, 0.2], [0.0, 0.0, 0.2], [0.0, 0.0, -0.2], [0.2, -0.2, 0.1], [0.0, 0.0, -0.1], [0.0, 0.0, 0.0], [0.0, 0.0, 0.0], [0.0, 0.0, 0.0], [0.0, 0.0, 0.0], [0.0, 0.0, 0.0], [0.0, 0.0, 0.0], [0.0, 0.0, 0.0], [0.0, 0.1, 0.1], [0.0, 0.0, 0.0], [0.0, 0.0, 0.0], [0.0, 0.0, 0.0], [0.0, 0.0, 0.0], [0.0, 0.0, 0.0], [0.0, 0.0, 0.0], [0.0, 0.0, 0.0], [0.0, 0.0, 0.0], [0.0, 0.0, 0.0], [0.0, 0.0, 0.0], [0.0, -0.2, -0.2], [-0.1, 0.0, 0.3], [0.1, 0.1, -0.3], [-0.1, -0.1, 0.1], [0.6, 0.1, -0.2], [0.3, 0.3, 0.6], [0.0, 0.0, 0.0], [0.0, 0.0, 0.0], [0.0, 0.0, 0.0], [0.0, 0.0, 0.0], [0.0, 0.0, 0.0], [0.0, 0.0, 0.0], [0.0, 0.0, 0.0], [0.0, 0.0, 0.0], [0.0, 0.0, 0.0], [0.0, 0.0, 0.0], [0.0, 0.0, 0.0], [-0.1, 0.0, -0.1], [0.0, 0.0, 0.0], [0.0, 0.1, 0.0], [0.0, 0.0, 0.0], [-0.1, -0.1, -0.1], [0.0, 0.0, 0.0], [0.0, 0.0, 0.0], [0.0, 0.0, 0.0], [0.0, 0.0, 0.0], [0.0, 0.0, 0.0], [0.0, 0.0, 0.0], [0.0, 0.0, 0.0], [0.0, 0.0, 0.0], [0.0, 0.0, 0.0], [0.0, 0.0, 0.0], [0.0, 0.0, 0.0], [0.0, 0.0, 0.1], [-0.1, -0.1, -0.2], [0.0, 0.0, 0.0], [0.0, 0.0, 0.0], [0.0, 0.0, 0.0], [0.0, 0.0, 0.0], [0.0, 0.0, 0.0], [0.0, 0.0, 0.0]],
  "multiplicity": 2,
  "s_squared": 1.23,
  "charge": -1,
  "e_lumo_ha": [0.0745, 0.0749],
  "homo_lumo_gap_ha": [0.2429, 0.1459]
}


No. 3
{
  "formula": "C29H30Cl3F3GeN10O6PSbScTe",
  "method": "ωB97M-V/def2-TZVPD",
  "species": ["Sc", "C", "C", "C", "O", "C", "O", "O", "H", "H", "H", "H", "H", "H", "H", "N", "C", "N", "N", "N", "N", "C", "N", "N", "N", "N", "H", "Cl", "Ge", "Cl", "Cl", "C", "C", "O", "P", "O", "Te", "O", "C", "C", "H", "H", "H", "H", "H", "H", "H", "H", "H", "H", "F", "C", "C", "C", "C", "C", "C", "Sb", "C", "C", "C", "C", "F", "C", "C", "C", "C", "C", "C", "F", "C", "C", "H", "H", "H", "H", "H", "H", "H", "H", "H", "H", "H", "H", "N", "C"],
  "coordinates": [[-1.343, -1.308, 0.842], [-2.314, 2.311, -0.633], [-2.194, 0.929, -1.259], [-2.865, 0.869, -2.622], [-2.766, -0.037, -0.348], [-0.711, 0.565, -1.418], [-0.034, 1.173, -2.223], [-0.291, -0.390, -0.650], [-3.359, 2.619, -0.605], [-1.737, 3.021, -1.222], [-1.931, 2.310, 0.391], [-3.924, 1.114, -2.541], [-2.781, -0.123, -3.065], [-2.364, 1.588, -3.267], [-3.598, -0.419, -0.738], [1.600, -3.340, 1.893], [1.577, -1.990, 2.210], [2.606, -1.337, 2.716], [2.169, -0.066, 2.806], [0.958, 0.026, 2.390], [0.519, -1.201, 2.028], [0.839, -3.813, 0.846], [1.100, -4.936, 0.187], [0.112, -5.030, -0.712], [-0.689, -4.037, -0.594], [-0.261, -3.213, 0.392], [2.505, -3.774, 1.989], [-3.257, -3.027, 0.647], [-2.717, -2.989, -1.678], [-3.613, -4.953, -2.239], [-4.939, -1.667, -1.839], [-6.018, 1.020, 0.976], [-5.093, 0.150, 1.795], [-3.995, 0.972, 2.246], [-2.895, 0.326, 3.214], [-2.375, -0.946, 2.571], [-1.517, 2.299, 3.578], [-3.735, -0.203, 4.465], [-4.266, 0.635, 5.501], [-4.027, 0.010, 6.858], [-6.844, 0.419, 0.600], [-5.485, 1.434, 0.121], [-6.413, 1.842, 1.574], [-4.708, -0.677, 1.199], [-5.598, -0.272, 2.668], [-5.340, 0.722, 5.303], [-3.825, 1.636, 5.433], [-4.550, -0.943, 6.939], [-4.400, 0.680, 7.635], [-2.967, -0.161, 7.011], [8.957, 0.367, -2.072], [7.630, 0.205, -1.796], [7.105, 0.812, -0.673], [5.754, 0.648, -0.410], [4.929, -0.102, -1.249], [5.508, -0.706, -2.359], [6.861, -0.558, -2.647], [2.818, -0.279, -0.726], [2.574, 1.858, -0.833], [3.217, 2.655, -1.773], [3.011, 4.026, -1.815], [2.158, 4.586, -0.887], [1.951, 5.933, -0.923], [1.519, 3.837, 0.077], [1.736, 2.466, 0.097], [2.234, -0.950, -2.680], [2.372, -0.243, -3.870], [1.919, -0.766, -5.070], [1.316, -2.009, -5.060], [0.866, -2.518, -6.239], [1.148, -2.742, -3.906], [1.616, -2.196, -2.717], [7.746, 1.397, -0.028], [5.335, 1.124, 0.469], [4.897, -1.301, -3.027], [7.314, -1.020, -3.513], [3.908, 2.213, -2.482], [3.502, 4.655, -2.545], [0.866, 4.313, 0.795], [1.235, 1.870, 0.851], [2.814, 0.744, -3.866], [2.011, -0.222, -6.000], [0.655, -3.703, -3.929], [1.470, -2.759, -1.802], [-0.590, -0.174, 5.989], [-0.606, 0.719, 5.253]],
  "forces_ev_per_a": [[0.7, -0.5, 0.1], [0.1, -0.1, 0.0], [0.0, 0.1, -0.1], [0.1, 0.0, 0.0], [-0.4, -0.2, 0.0], [-0.1, 0.1, -0.3], [0.0, 0.0, 0.0], [0.0, 0.1, 0.3], [-0.1, 0.0, 0.0], [0.0, 0.0, 0.0], [0.0, 0.0, 0.0], [0.0, 0.0, 0.0], [0.0, 0.0, 0.0], [0.0, 0.0, 0.0], [0.3, 0.0, 0.1], [0.0, 0.0, -0.1], [-0.1, -0.1, 0.2], [-0.1, -0.1, -0.1], [0.0, 0.1, 0.0], [-0.1, 0.1, 0.1], [0.2, 0.0, -0.3], [0.1, 0.1, 0.1], [0.0, 0.1, 0.1], [-0.1, -0.1, -0.1], [-0.1, 0.0, -0.1], [0.0, -0.1, 0.0], [0.0, 0.0, 0.0], [-0.1, -0.1, 0.0], [-0.2, 0.0, -0.3], [0.0, 0.0, 0.0], [0.1, 0.0, 0.0], [0.1, -0.1, 0.0], [0.0, 0.0, -0.1], [0.0, 0.1, 0.1], [-0.6, 0.1, 0.1], [0.2, 0.8, 0.2], [-0.3, 0.0, -0.2], [0.4, -0.1, 0.1], [-0.2, 0.2, -0.1], [0.0, 0.0, -0.2], [0.0, 0.0, 0.0], [0.0, 0.0, 0.0], [0.0, 0.0, 0.0], [0.0, 0.0, 0.0], [0.0, 0.0, 0.0], [0.0, 0.1, 0.0], [0.0, -0.2, 0.0], [0.0, 0.0, 0.0], [0.0, 0.0, 0.0], [0.2, 0.0, 0.0], [-0.1, 0.0, 0.0], [0.1, 0.0, 0.0], [0.1, 0.0, -0.1], [0.0, 0.0, 0.0], [-0.1, 0.0, 0.0], [0.0, 0.0, -0.1], [0.1, 0.0, 0.0], [0.2, 0.0, 0.0], [0.0, -0.1, -0.1], [0.1, 0.0, 0.0], [0.0, 0.1, 0.0], [0.0, 0.1, 0.0], [0.0, -0.1, 0.0], [0.0, 0.1, 0.0], [-0.1, -0.1, 0.0], [0.0, 0.1, 0.1], [0.0, 0.0, 0.0], [0.0, -0.1, 0.0], [0.0, 0.0, -0.1], [0.0, 0.0, 0.1], [0.0, 0.0, -0.1], [0.0, 0.0, 0.0], [0.0, 0.0, 0.0], [0.0, 0.0, 0.0], [0.0, 0.0, 0.0], [0.0, 0.0, 0.0], [0.0, 0.0, 0.0], [0.0, 0.0, 0.0], [0.0, 0.0, 0.0], [0.0, 0.0, 0.1], [0.0, 0.1, 0.0], [0.0, 0.0, 0.0], [0.0, 0.0, 0.0], [0.0, 0.0, 0.0], [0.0, -0.3, 0.4], [0.0, 0.0, -0.1]],
  "multiplicity": 2,
  "s_squared": 0.76,
  "charge": -2,
  "e_lumo_ha": [0.1346, 0.1325],
  "homo_lumo_gap_ha": [0.2152, 0.2732]
}


For reference, energy above the lowest of the compared OMol25 structures with the same formula, charge and spin by record: 0.0, 26.2, 19.4 kcal/mol.
For reference, electronic energy by record: -153562.4595, -124992.2416, -203813.4575 eV.
For reference, molecular weight by record: 898.8, 678.5, 1175.9 g mol⁻¹.